DFT (ωB97M-V/def2-TZVPD) results for 2 unconnected molecules or ions with the total composition CH6Cl2Si2 at a distorted geometry.

Cartesian coordinates (Å):
C -0.07 -1.60 1.05
Si 0.72 1.60 -0.66
Si -1.22 0.38 -0.88
Cl 0.79 -2.59 -0.11
Cl 1.16 -0.69 2.17
H -0.72 -2.22 1.53
H 0.77 3.03 -1.02
H 1.85 0.58 -1.06
H 0.88 1.53 0.83
H -1.97 -0.08 -2.01
H -2.19 0.06 0.16

Values from the calculation:
net charge = 0
HOMO level (spin up / spin down) = -8.63 / -7.59 eV
energy above the lowest of the compared OMol25 structures with the same formula, charge and spin = 7.110 eV
LUMO (spin up / spin down) = -1.05 / -1.22 eV
electronic energy = -1540.877959 a.u.
maximum force = 4.92 eV/A

---

DFT (ωB97M-V/def2-TZVPD) results for 2 unconnected molecules or ions with the total composition CH6ClNOP at a distorted geometry.

Cartesian coordinates (Å):
C -0.53 -0.41 1.74
N -1.69 -0.44 1.25
O 0.84 -0.11 -0.46
P 1.39 0.41 -1.72
Cl 0.25 1.85 -2.44
H -0.10 0.52 2.10
H 0.08 -1.31 1.81
H -2.26 0.40 1.15
H 1.47 -0.56 -2.71
H -2.10 -1.30 0.88
H 2.66 0.95 -1.60

Values from the calculation:
net charge = +1
HOMO level = -14.88 eV
energy above the lowest of the compared OMol25 structures with the same formula, charge and spin = 0.000 eV
LUMO = -4.75 eV
electronic energy = -973.002448 a.u.
maximum force = 1.03 eV/A

---

DFT (ωB97M-V/def2-TZVPD) results for 2 unconnected molecules or ions with the total composition CH6ClNSi at a distorted geometry.

Cartesian coordinates (Å):
C -0.31 0.53 0.35
N -1.56 -2.06 -0.12
Si -1.60 -0.45 -0.37
Cl 3.63 1.48 -0.19
H 0.29 -0.08 1.09
H 0.36 0.94 -0.49
H -0.76 1.35 0.84
H -1.44 -2.75 -0.83
H 3.98 0.54 0.67
H -2.60 0.49 -0.96

Values from the calculation:
net charge = 0
HOMO level = -8.66 eV
energy above the lowest of the compared OMol25 structures with the same formula, charge and spin = 3.869 eV
LUMO = 0.28 eV
electronic energy = -846.078172 a.u.
maximum force = 2.99 eV/A
SMILES string = [H]/N=[SiH]/C.Cl

---

DFT (ωB97M-V/def2-TZVPD) results for a molecular structure, CH6FFe2O6 at a distorted geometry.

Cartesian coordinates (Å):
Fe -1.55 0.50 -1.64
Fe 0.07 1.16 1.65
F 0.16 1.21 -0.48
C -2.39 -0.37 1.43
O -1.68 0.31 2.23
O -2.32 -0.16 0.21
O -3.34 -1.06 1.64
O 1.00 -0.86 1.49
H 1.87 -1.00 1.86
H 0.79 -1.68 1.05
O -0.20 -1.13 -1.83
H -0.16 -1.85 -1.19
H 0.69 -1.05 -2.17
O 2.51 2.18 -1.73
H 1.90 1.44 -1.75
H 2.64 2.36 -0.80

Values from the calculation:
net charge = +1
HOMO level (spin up / spin down) = -12.04 / -11.23 eV
energy above the lowest of the compared OMol25 structures with the same formula, charge and spin = 1.656 eV
LUMO (spin up / spin down) = -5.56 / -5.62 eV
electronic energy = -3120.099827 a.u.
multiplicity = 9
maximum force = 10.06 eV/A

---

maximum force of number 3 (CH6ClNSi)?
2.99 eV/A

---

Which of these has the lowest maximum force?
CH6ClNOP